# 1
Below is a single C17H25NO4 molecule, with properties calculated with the ωB97M-V functional and the def2-TZVPD basis.

## Properties
Relative energy (zero: lowest compared OMol25 entry of this formula, charge and spin) in kcal/mol: 9.6
E_tot in Eh: -1018.537806
Orbital gap in eV: 9.1
Structure (SMILES): CCCCCCOc1ccc([C@H](CC(=O)NC)C(=O)O)cc1

The geometry in XYZ format:
```
47
Properties=species:S:1:pos:R:3:forces:R:3
C 2.08815 2.08480 0.34835 0.1652 0.1382 -0.1451
C 3.47387 2.55304 -0.08118 0.0176 -0.0514 0.2436
C 4.62155 1.70462 0.47126 -0.0017 0.0455 -0.3238
C 4.60998 0.25101 -0.01893 -0.0287 0.0644 0.2822
C 3.98499 -0.71466 0.98838 -0.0468 -0.2328 -0.5085
C 3.71779 -2.08162 0.35354 0.2306 0.1096 0.5161
O 2.83785 -2.00367 -0.74992 -0.2380 -0.0040 -0.2405
C 1.52326 -1.71808 -0.54598 -0.2316 0.0569 -0.1809
C 0.87243 -1.70969 0.68404 0.3214 -0.0863 0.0203
C -0.47628 -1.41026 0.75624 -0.0385 0.0496 -0.1143
C -1.20992 -1.12371 -0.38555 -0.1009 -0.0354 -0.0264
C -2.67788 -0.79141 -0.31256 0.0486 0.0002 0.1293
C -2.92249 0.51952 0.46661 -0.2509 -0.1275 0.0285
C -4.41230 0.83373 0.47913 0.4971 0.2454 -0.0798
O -5.13361 0.58663 1.42079 -0.1642 -0.1615 0.3576
N -4.86107 1.38680 -0.66941 -0.0253 0.2120 -0.4477
C -6.25350 1.68514 -0.89588 -0.1750 -0.0045 0.0218
C -3.47770 -1.88266 0.38267 0.0562 -0.1885 -0.0282
O -3.17036 -2.45976 1.38639 0.0859 -0.0022 0.1905
O -4.61807 -2.12283 -0.27444 -0.5146 -0.0107 -0.4481
C -0.55940 -1.14409 -1.61393 0.0031 0.0065 0.1329
C 0.78599 -1.43215 -1.69640 0.2754 -0.0495 0.0958
H 1.33314 2.78634 -0.00097 -0.1293 0.0128 -0.0070
H 2.02133 2.02864 1.43298 -0.0635 -0.0480 0.1381
H 1.85330 1.10871 -0.06860 -0.0950 -0.1546 0.0023
H 3.61751 3.58299 0.25568 0.0065 0.0362 -0.0896
H 3.52790 2.55474 -1.17248 0.0491 0.0648 -0.0422
H 5.55782 2.17748 0.16681 0.0306 0.0156 0.0928
H 4.59081 1.72118 1.56292 0.0580 0.0471 0.0943
H 5.63103 -0.07840 -0.22355 0.0017 -0.0445 -0.0766
H 4.05602 0.18925 -0.95735 0.0291 -0.0117 -0.0826
H 4.65345 -0.85279 1.84046 -0.0286 0.0088 0.0792
H 3.04741 -0.30063 1.35799 -0.0102 0.0152 0.1201
H 3.34381 -2.79243 1.10103 0.0307 0.0022 -0.1145
H 4.64269 -2.48298 -0.07027 -0.0920 -0.0059 0.1010
H 1.39989 -1.94255 1.59537 0.0889 -0.0020 0.0672
H -0.96590 -1.42383 1.71647 -0.0377 -0.0081 0.1018
H -3.08299 -0.68961 -1.32425 0.0956 -0.0025 0.1152
H -2.58881 0.39417 1.49648 -0.0282 0.0504 -0.0459
H -2.35552 1.32728 0.00075 0.0229 -0.0300 -0.0055
H -4.21891 1.55354 -1.42709 0.0484 -0.0517 0.1804
H -6.38842 2.74222 -1.13148 -0.0506 -0.0365 0.0153
H -6.78804 1.44753 0.02224 -0.0251 0.0412 -0.0923
H -6.65289 1.08032 -1.71263 -0.0450 0.0299 0.0376
H -5.16183 -2.76197 0.21338 0.2622 0.0841 0.1387
H -1.11032 -0.93143 -2.51933 -0.0718 0.0136 -0.0914
H 1.29423 -1.44843 -2.64775 0.0688 -0.0002 -0.1114
```
Forces are in eV/Å.

So, what does the Mulliken scheme give us? The charges, in e, come out as: C -0.7102; C -0.5984; C -0.7973; C -0.5665; C -0.3058; C -0.9010; O -0.5162; C 0.5351; C -0.3608; C -0.6737; C 0.4560; C 0.0671; C -0.9161; C 0.5237; O -0.6467; N -0.1777; C -0.9213; C 0.1401; O -0.5707; O -0.4510; C -0.5648; C -0.5715; H 0.4087; H 0.3023; H -0.0454; H 0.3616; H 0.3006; H 0.3213; H 0.3547; H 0.4015; H 0.3010; H 0.4776; H 0.1710; H 0.3519; H 0.4197; H 0.3710; H 0.4312; H 0.4778; H 0.3515; H 0.4615; H 0.2302; H 0.2976; H 0.3247; H 0.3015; H 0.3677; H 0.3560; H 0.4307


# 2
Below is C17H26BBr27ClFNO3 as an isolated structure, with properties calculated with the ωB97M-V functional and the def2-TZVPD basis.

## Properties
Relative energy (zero: lowest compared OMol25 entry of this formula, charge and spin) in kcal/mol: 0.0
E_tot in Eh: -71027.183735
Orbital gap in eV: 6.3
Total charge: -1

The geometry in XYZ format:
```
77
Properties=species:S:1:pos:R:3:forces:R:3
C 3.08116 -0.40991 3.15353 -0.1842 0.0019 -0.2857
C 3.58168 -0.23818 1.73758 0.5150 -0.2802 0.0669
O 3.94522 1.12215 1.46048 -0.1667 0.0121 -0.0470
C 2.60605 -0.70104 0.66857 0.0291 0.1365 0.0021
O 2.14182 -1.97558 0.97829 -0.2353 0.0893 -0.1977
B 0.70628 -2.25451 0.88769 0.5000 -0.2777 0.7789
Cl 0.10709 -1.88248 -0.95570 -0.1215 0.1218 -0.1629
C 0.52409 -3.85009 1.13163 0.4196 0.2625 -0.5622
C 1.15399 -4.39168 2.39301 -0.4465 -0.2722 0.1089
F 2.53440 -4.59653 2.24073 0.0592 0.0969 0.0566
C -0.15878 -1.34028 1.93314 -0.4314 -0.1882 -0.2859
C -1.66942 -1.31371 1.68624 0.0706 0.1912 0.3933
C -2.47485 -2.33368 2.45055 -0.1349 -0.0847 -0.0542
N -3.93232 -2.18113 2.37818 0.1598 0.0823 -0.1660
O -2.01447 -3.22646 3.10448 -0.0118 0.0220 0.0789
H 2.25475 0.27174 3.35736 0.0208 0.0443 -0.0148
H 2.73185 -1.42907 3.29963 -0.0387 -0.0953 -0.0285
H 3.89254 -0.23596 3.86339 0.0850 0.1446 0.0449
H 4.48095 -0.85662 1.62761 0.0398 -0.0906 0.0122
H 4.50133 1.41569 2.18672 0.0291 0.0534 -0.0044
H 3.15181 -0.71776 -0.28217 -0.0651 0.0553 -0.1166
H 1.80881 0.04238 0.55808 -0.0989 0.0214 0.0767
H 1.03759 -4.34522 0.30054 -0.0709 -0.1413 -0.0645
H -0.51838 -4.16403 1.07826 -0.1064 -0.0043 0.1110
H 0.74031 -5.37198 2.64572 0.0081 -0.0596 0.0461
H 1.00012 -3.74571 3.25902 0.1446 0.1349 0.0204
H -0.01167 -1.74898 2.93588 0.1711 -0.0412 0.1137
H 0.20088 -0.31035 1.97387 0.1019 0.1237 -0.1742
H -1.91047 -1.41662 0.62426 -0.0032 -0.0485 -0.0708
H -2.09766 -0.35131 1.98405 -0.1182 0.1697 -0.0682
H -4.17880 -2.18948 1.38848 -0.0169 -0.0728 0.0323
H -4.14230 -1.22325 2.65508 -0.0143 -0.0243 0.0375
C -0.59452 -1.39648 -5.23696 0.0734 -0.0845 0.0601
Br 0.56768 -0.11031 -4.42369 0.0023 0.0205 0.0260
Br -1.89062 -2.09029 -4.01396 -0.0873 0.0614 0.0165
Br -1.42313 -0.70647 -6.84714 0.1197 -0.3042 -0.1036
H 0.02147 -2.23246 -5.53241 -0.0321 0.0968 -0.1068
C -4.30254 2.86767 -0.01415 0.1971 -0.0331 -0.0474
Br -3.81091 3.00883 1.84045 -0.1667 0.0568 0.1208
Br -2.74672 2.51745 -1.07309 0.0614 -0.1046 -0.1026
Br -5.66863 1.53827 -0.28756 -0.0438 0.0169 -0.0153
H -4.71312 3.81637 -0.32852 -0.0127 0.0237 0.0364
C -2.87880 3.81566 -5.07659 0.0780 -0.1013 0.1668
Br -1.44186 4.63942 -4.09026 -0.0268 0.1125 0.0342
Br -2.46661 1.97315 -5.43270 -0.2130 0.3456 -0.0229
Br -4.58081 4.02505 -4.19269 0.0881 0.0106 -0.0665
H -2.94683 4.33550 -6.02032 -0.0172 -0.0248 -0.0318
C -0.79104 3.70916 4.19374 -0.0134 -0.0435 -0.1374
Br 0.75531 4.28376 5.18373 0.0410 -0.0041 0.0923
Br -0.57079 1.91596 3.55880 0.0330 -0.1037 0.0578
Br -2.40746 3.93569 5.22411 0.0123 -0.0515 -0.0096
H -0.88008 4.35011 3.32826 -0.0051 0.0366 0.0063
C 1.08149 0.74523 7.31430 0.0194 0.0592 -0.0336
Br 1.59557 0.78113 9.16987 -0.0034 0.0275 0.0980
Br 2.58788 0.41537 6.17178 -0.1504 0.0787 0.2287
Br -0.33481 -0.51056 6.99326 0.0129 -0.0101 -0.0243
H 0.70494 1.72930 7.07086 -0.0065 0.0169 -0.0081
C 3.63876 6.15279 7.84466 -0.0344 -0.0134 -0.0322
Br 5.18248 6.65873 8.87364 0.0269 0.0129 0.0252
Br 3.81927 4.38628 7.11723 0.0154 -0.0824 -0.0002
Br 2.01796 6.32814 8.86322 -0.0199 0.0039 0.0133
H 3.57011 6.83915 7.01385 0.0022 0.0177 -0.0090
C -8.86239 4.69385 -3.99123 -0.0503 0.0132 0.0804
Br -7.70636 3.91941 -2.66151 -0.0349 -0.0256 0.0077
Br -7.91178 5.79036 -5.24722 0.0476 0.0129 -0.0112
Br -9.90228 3.34219 -4.87747 -0.0140 -0.0206 -0.0240
H -9.55314 5.33957 -3.47039 -0.0273 -0.0020 0.0075
C 2.80732 -3.57506 -7.14788 0.0140 0.0869 0.0443
Br 3.90010 -2.23759 -6.31266 0.0032 0.0087 0.0071
Br 1.52191 -4.30189 -5.91886 0.0341 -0.1629 0.0398
Br 1.96174 -2.90774 -8.74055 -0.0123 0.0094 -0.0387
H 3.44563 -4.39266 -7.45107 -0.0032 0.1648 0.0793
C 5.31352 -5.57784 -10.05619 -0.0201 0.0575 0.0111
Br 6.30358 -4.16877 -9.20712 0.0040 0.0378 0.0126
Br 4.09134 -6.39787 -8.81772 0.0079 -0.2894 -0.1035
Br 4.40778 -4.95985 -11.63287 -0.0079 0.0012 -0.0277
H 6.01581 -6.33812 -10.36312 0.0199 -0.0116 0.0068
```
Forces are in eV/Å.

So, what does the Mulliken scheme give us? The charges, in e, come out as: C -1.3628; C 0.4414; O -0.5997; C -0.7765; O -0.4792; B 0.3952; Cl -0.1980; C -0.6929; C -0.1582; F -0.3402; C 0.1684; C -0.3880; C 0.5216; N -0.7890; O -0.4200; H 0.2912; H 0.3753; H 0.5110; H 0.0776; H 0.3342; H 0.2658; H 0.2714; H 0.3399; H 0.2790; H 0.2949; H 0.1248; H 0.1074; H -0.4494; H 0.1963; H -0.0279; H 0.3224; H 0.2952; C 0.6459; Br 0.0411; Br 0.0313; Br -0.1156; H -0.6555; C -0.3982; Br -0.0297; Br 0.1033; Br -0.0404; H 0.3574; C -0.4437; Br -0.0493; Br 0.1416; Br 0.0864; H 0.3307; C -0.4827; Br -0.0466; Br 0.3044; Br -0.0498; H 0.4323; C -0.1253; Br -0.0607; Br 0.0722; Br -0.0178; H 0.1487; C -0.3103; Br -0.0588; Br 0.0021; Br -0.0069; H 0.3531; C -0.3208; Br -0.0105; Br -0.0328; Br -0.0120; H 0.3244; C 0.2168; Br 0.0221; Br -0.0469; Br 0.0338; H -0.2595; C -0.3174; Br -0.0003; Br -0.0177; Br -0.0027; H 0.3329